Record 1
7
Properties=species:S:1:pos:R:3 method="wB97M-V/def2-TZVPD" smiles="N[SH](=O)=O" homo_energy_ev=-10.3 spin_multiplicity=1 relative_energy_kj_mol=307.2 homo_lumo_gap_ha=0.3919 fmax_ev_per_a=9.4 total_energy_ha=-605.0959
N 0.729 -0.283 -0.603
S -0.486 0.112 0.394
O -0.128 1.556 1.369
O -1.664 0.108 -0.408
H 1.674 -0.062 -0.792
H 0.289 -0.567 -1.397
H -0.414 -0.864 1.436

Record 2
169
Properties=species:S:1:pos:R:3 method="wB97M-V/def2-TZVPD" charge=+1 homo_energy_ev=-10.8 spin_multiplicity=1 homo_lumo_gap_ha=0.3068 fmax_ev_per_a=5.2 total_energy_ha=-5768.5865
C 2.013 -1.919 2.269
C 1.540 -1.100 1.507
C 1.285 -0.243 0.213
C 0.413 -0.882 -0.930
C -0.217 0.392 -1.750
C -1.048 1.327 -0.808
F -0.194 2.404 -0.426
F -1.461 0.773 0.446
C -2.385 2.051 -1.178
F -2.458 3.165 -0.260
F -3.561 1.387 -0.772
C -0.913 -0.023 -3.159
C -2.111 -0.966 -2.772
C -2.986 -1.662 -3.892
C -3.403 -3.173 -3.495
C -4.912 -3.289 -3.000
C -1.187 1.153 -4.212
I -0.214 3.119 -3.798
C -2.618 1.304 -4.917
C -2.418 2.506 -5.996
I -4.456 1.702 -3.961
C 0.277 -0.858 -3.842
S 1.806 0.194 -4.279
C 0.749 -2.234 -3.111
S 2.349 -2.376 -4.137
B 0.065 -3.551 -3.753
O -0.737 -3.427 -4.960
C 0.279 -5.129 -3.479
C 1.721 -5.679 -3.131
N 0.934 -2.103 -1.596
C 2.343 -2.532 -1.201
C 3.588 -1.630 -1.308
O 3.770 -0.583 -1.896
N 4.788 -2.189 -0.626
C 5.618 -1.103 -0.047
C 5.535 -2.903 -1.722
N 0.202 -3.246 -1.080
C -0.298 -3.437 0.274
C -1.696 -4.252 0.135
C -2.948 -3.260 0.348
H 2.643 -2.439 3.032
H 0.811 0.636 0.751
H 2.233 0.270 -0.151
H -0.617 -1.114 -0.498
H 0.740 0.983 -1.937
H -2.489 2.591 -2.144
H -2.848 -0.455 -2.089
H -1.748 -1.856 -2.156
H -2.539 -1.619 -4.935
H -4.013 -1.193 -4.033
H -2.690 -3.646 -2.765
H -3.344 -3.769 -4.454
H -4.948 -3.725 -1.951
H -5.471 -4.025 -3.646
H -5.453 -2.301 -2.947
H -0.609 0.953 -5.181
H -2.746 0.398 -5.594
H -2.659 3.504 -5.548
H -3.230 2.306 -6.768
H -1.423 2.446 -6.513
H -0.090 -1.064 -4.896
H 1.529 0.953 -5.389
H 2.408 -3.536 -4.861
H -0.114 -3.154 -5.662
H -0.381 -5.371 -2.578
H -0.126 -5.805 -4.291
H 1.758 -5.913 -2.014
H 2.613 -5.047 -3.354
H 1.898 -6.678 -3.639
H 2.692 -3.467 -1.753
H 2.378 -2.937 -0.136
H 6.304 -1.602 0.708
H 4.972 -0.390 0.531
H 6.309 -0.598 -0.787
H 5.398 -2.404 -2.731
H 5.109 -3.952 -1.798
H 6.626 -3.025 -1.477
H 0.801 -4.088 -1.106
H -0.586 -2.604 0.949
H 0.309 -4.124 0.955
H -1.794 -5.055 0.912
H -1.837 -4.680 -0.895
H -2.696 -2.376 0.999
H -3.358 -2.865 -0.623
H -3.794 -3.815 0.851
C -6.470 -9.802 -6.266
C -5.376 -9.127 -6.794
C -4.851 -8.026 -6.130
C -5.428 -7.614 -4.935
C -6.527 -8.279 -4.404
C -7.048 -9.376 -5.075
N -4.861 -6.468 -4.217
O -3.908 -5.897 -4.723
O -5.374 -6.155 -3.154
H -6.874 -10.664 -6.784
H -4.930 -9.461 -7.724
H -3.998 -7.508 -6.551
H -6.982 -7.957 -3.475
H -7.902 -9.904 -4.669
C -2.279 -1.494 7.268
C -2.447 -2.875 7.251
C -2.175 -3.594 6.095
C -1.731 -2.919 4.963
C -1.568 -1.538 4.970
C -1.845 -0.827 6.129
N -1.420 -3.675 3.750
O -1.590 -4.881 3.768
O -1.000 -3.054 2.781
H -2.488 -0.936 8.175
H -2.788 -3.390 8.141
H -2.309 -4.668 6.093
H -1.227 -1.008 4.089
H -1.718 0.250 6.147
C 11.503 -1.646 -3.268
C 10.155 -1.380 -3.056
C 9.638 -1.394 -1.768
C 10.481 -1.672 -0.699
C 11.828 -1.946 -0.903
C 12.337 -1.933 -2.194
N 9.945 -1.664 0.666
O 8.751 -1.438 0.808
O 10.718 -1.879 1.580
H 11.905 -1.628 -4.275
H 9.508 -1.158 -3.897
H 8.586 -1.186 -1.614
H 12.487 -2.168 -0.073
H 13.387 -2.142 -2.364
C -0.225 5.409 -0.691
C 0.854 6.114 -1.214
C 1.356 7.219 -0.539
C 0.772 7.605 0.661
C -0.311 6.911 1.187
C -0.809 5.809 0.505
N 1.314 8.756 1.391
O 2.251 9.354 0.894
O 0.796 9.045 2.459
H -0.611 4.542 -1.216
H 1.306 5.799 -2.148
H 2.196 7.761 -0.955
H -0.772 7.212 2.119
H -1.651 5.258 0.907
C 0.143 4.427 8.986
C 0.162 3.099 9.397
C -1.018 2.371 9.449
C -2.212 2.981 9.082
C -2.241 4.310 8.677
C -1.057 5.033 8.630
N -3.458 2.208 9.111
O -3.400 1.047 9.490
O -4.479 2.764 8.752
H 1.067 4.993 8.941
H 1.100 2.632 9.674
H -0.992 1.337 9.771
H -3.170 4.791 8.395
H -1.067 6.070 8.313
C -1.937 12.231 3.022
C -2.406 13.152 3.952
C -2.194 12.939 5.308
C -1.508 11.803 5.719
C -1.043 10.875 4.796
C -1.261 11.092 3.443
N -1.260 11.586 7.149
O -1.698 12.411 7.932
O -0.626 10.594 7.472
H -2.099 12.403 1.963
H -2.934 14.038 3.620
H -2.563 13.663 6.024
H -0.512 9.985 5.112
H -0.900 10.375 2.715

Record 3
12
Properties=species:S:1:pos:R:3 method="wB97M-V/def2-TZVPD" homo_energy_ev=-8.8 spin_multiplicity=1 relative_energy_kj_mol=228.3 homo_lumo_gap_ha=0.3229 fmax_ev_per_a=3.8 total_energy_ha=-5817.6945
C 0.333 -1.559 -0.803
C 0.332 0.729 -0.980
C -0.468 -0.606 1.066
C -0.031 0.707 0.570
N 0.539 -0.568 -1.479
Cl -2.167 -0.965 1.049
Br -1.351 2.152 0.835
Br 1.601 1.245 1.544
H 0.389 -2.604 -0.987
H -0.476 1.195 -1.553
H 1.232 1.328 -1.146
H 0.067 -1.054 1.886

Record 4
26
Properties=species:S:1:pos:R:3 method="wB97M-V/def2-TZVPD" homo_energy_ev=-9.7 spin_multiplicity=1 relative_energy_kj_mol=361.2 homo_lumo_gap_ha=0.3462 fmax_ev_per_a=6.4 total_energy_ha=-556.8147
C -2.210 1.675 -1.562
C -0.696 -3.258 -0.292
C -1.753 -2.396 -0.093
C 0.490 -2.825 -0.975
C -1.533 -1.035 -0.248
C 0.616 -1.433 -1.329
C -0.360 -0.576 -0.908
C -0.593 1.365 1.379
C 1.669 1.352 0.385
C 0.144 1.675 0.138
C -0.282 0.875 -1.049
N -3.237 2.129 -1.668
O 0.452 1.254 -2.213
H -0.702 -4.357 0.133
H -2.619 -2.866 0.223
H 1.130 -3.536 -1.416
H -2.348 -0.469 -0.019
H 1.491 -0.955 -1.751
H -0.620 0.350 1.512
H -1.634 1.618 1.370
H 0.054 1.759 2.264
H 2.033 1.005 -0.595
H 2.242 2.264 0.733
H 1.575 0.529 1.140
H 0.027 2.714 -0.290
H 0.252 0.691 -2.962

Record 5
40
Properties=species:S:1:pos:R:3 method="wB97M-V/def2-TZVPD" homo_energy_ev=-5.9 spin_multiplicity=1 relative_energy_kj_mol=0.0 homo_lumo_gap_ha=0.1983 fmax_ev_per_a=2.1 total_energy_ha=-1788.2726
C -4.509 -0.071 0.347
C -4.401 1.231 -0.463
H -4.257 -0.967 -0.238
H -5.540 -0.216 0.679
H -3.918 -0.035 1.274
H -3.509 1.339 -1.095
H -5.249 1.318 -1.149
H -4.433 2.104 0.199
C 0.840 -3.220 -0.016
C 1.867 -4.160 -0.222
C 2.980 -3.778 -0.978
C 3.027 -2.481 -1.494
H 0.011 -3.454 0.644
H 1.784 -5.154 0.208
H 3.810 -4.450 -1.167
H 3.908 -2.126 -2.021
N 0.824 -2.007 -0.601
C 1.919 -1.622 -1.303
C 1.963 -0.214 -1.761
N 0.900 0.571 -1.438
C 0.994 1.899 -1.637
C 3.140 1.691 -2.698
C 2.067 2.500 -2.293
H 0.171 2.487 -1.210
H 2.069 3.568 -2.462
C 3.100 0.337 -2.386
H 3.955 -0.309 -2.589
H 3.998 2.092 -3.218
Ba -1.555 -0.107 -0.208
C -1.459 2.699 0.273
H -1.844 3.211 -0.621
H -0.531 3.144 0.655
H -2.229 2.622 1.060
Cl -2.671 -3.541 3.676
C -2.134 -1.861 3.893
Cl -0.682 -1.753 4.899
C -1.873 -1.235 2.503
O -2.082 0.019 2.371
O -1.520 -1.998 1.561
H -2.934 -1.274 4.361

Record 6
77
Properties=species:S:1:pos:R:3 method="wB97M-V/def2-TZVPD" charge=+4 homo_energy_ev=-19.1 spin_multiplicity=1 relative_energy_kj_mol=50.3 homo_lumo_gap_ha=0.2380 fmax_ev_per_a=2.2 total_energy_ha=-2887.9222
Pt -0.395 0.919 -0.681
O 1.362 -1.200 1.059
S 0.448 -0.009 1.181
C -0.883 -0.063 2.317
C -0.687 -0.263 3.678
C -1.805 -0.266 4.498
C -3.078 -0.087 3.961
C -3.269 0.065 2.588
C -2.168 0.072 1.742
P -2.309 -0.086 -0.070
C -2.217 -1.826 -0.415
C -2.166 -2.780 0.604
C -2.138 -4.126 0.274
C -2.151 -4.519 -1.060
C -2.189 -3.569 -2.078
C -2.224 -2.224 -1.761
C -3.729 0.659 -0.813
C -4.802 -0.153 -1.213
C -5.945 0.439 -1.726
C -6.017 1.820 -1.853
C -4.953 2.628 -1.458
C -3.810 2.054 -0.937
C 1.574 1.237 1.740
C 1.290 2.292 2.577
C 2.287 3.241 2.796
C 3.512 3.143 2.149
C 3.782 2.068 1.301
C 2.808 1.095 1.125
P 3.110 -0.396 0.211
C 3.974 -1.644 1.008
C 4.151 -2.947 0.484
C 4.925 -3.844 1.179
C 5.533 -3.465 2.377
C 5.342 -2.194 2.912
C 4.554 -1.284 2.244
C 2.917 -0.279 -1.532
C 3.514 -1.290 -2.325
C 3.325 -1.311 -3.694
C 2.527 -0.349 -4.294
C 1.953 0.677 -3.545
C 2.156 0.760 -2.186
H 0.307 -0.398 4.091
H -1.683 -0.406 5.565
H -3.940 -0.088 4.617
H -4.271 0.158 2.186
H -2.179 -2.492 1.648
H -2.124 -4.870 1.058
H -2.144 -5.572 -1.308
H -2.211 -3.882 -3.113
H -2.284 -1.487 -2.554
H -4.753 -1.227 -1.113
H -6.782 -0.178 -2.024
H -6.911 2.273 -2.261
H -5.030 3.703 -1.553
H -2.993 2.676 -0.613
H 0.311 2.389 3.045
H 2.099 4.066 3.470
H 4.272 3.895 2.313
H 4.751 1.987 0.822
H 3.650 -3.259 -0.415
H 5.059 -4.849 0.803
H 6.153 -4.181 2.904
H 5.811 -1.920 3.847
H 4.410 -0.294 2.654
H 4.156 -2.027 -1.877
H 3.806 -2.072 -4.293
H 2.368 -0.376 -5.365
H 1.373 1.441 -4.046
H 1.818 1.644 -1.645
N -1.754 4.545 -1.407
C -1.185 3.664 -2.230
N -1.279 3.829 -3.538
O -0.550 2.660 -1.751
H -2.203 5.382 -1.749
H -1.584 4.483 -0.420
H -1.722 4.635 -3.952
H -0.875 3.150 -4.163

Record 7
15
Properties=species:S:1:pos:R:3 method="wB97M-V/def2-TZVPD" homo_energy_ev=-8.4 spin_multiplicity=1 relative_energy_kj_mol=460.6 homo_lumo_gap_ha=0.3367 fmax_ev_per_a=6.2 total_energy_ha=-358.8430
C -1.019 0.538 0.344
C -0.536 -0.097 1.549
C 0.756 -0.471 1.576
C 1.446 -0.729 0.357
C 0.704 -0.199 -0.793
H -1.918 2.129 -0.514
H -2.291 1.776 1.139
H -0.866 0.097 2.523
H 1.521 -0.638 2.530
H 2.276 -1.505 0.315
H 0.933 -0.700 -3.187
H 2.381 -0.564 -2.279
N -2.325 1.174 0.273
N 1.307 -0.978 -2.063
N -0.430 0.539 -0.885

Record 8
64
Properties=species:S:1:pos:R:3 method="wB97M-V/def2-TZVPD" charge=+1 homo_energy_ev=-11.1 spin_multiplicity=1 relative_energy_kj_mol=0.0 homo_lumo_gap_ha=0.1875 fmax_ev_per_a=0.1 total_energy_ha=-4199.8570
Sn 0.228 0.353 -3.931
N 4.247 1.337 -1.560
C 3.053 1.080 -2.065
S 2.671 -0.274 -2.928
N 2.160 2.153 -1.733
N 0.970 1.985 -2.048
C 0.195 3.100 -1.692
C -1.140 3.221 -1.855
C -1.744 4.484 -1.464
C -3.060 4.693 -1.602
C -3.914 3.645 -2.113
C -3.434 2.441 -2.479
C -2.025 2.157 -2.392
O -1.586 1.054 -2.765
H 4.988 0.658 -1.641
H 4.392 2.176 -1.020
H 0.759 3.911 -1.243
H -1.092 5.252 -1.068
H -3.500 5.640 -1.323
H -4.975 3.844 -2.201
H -4.069 1.656 -2.865
O -0.692 -3.589 -2.903
C -0.881 -2.426 -2.668
O -0.168 -1.476 -3.282
C -1.891 -1.976 -1.630
C -1.525 -2.483 -0.228
Ge -0.133 -1.508 0.753
C -0.605 0.410 0.777
C -1.945 0.786 0.668
C -2.366 2.074 0.982
C -1.449 3.017 1.427
C -0.107 2.676 1.513
C 0.306 1.389 1.184
C -0.169 -2.027 2.632
C 0.622 -3.082 3.084
C 0.577 -3.483 4.412
C -0.258 -2.829 5.306
C -1.048 -1.774 4.871
C -1.002 -1.377 3.542
C 1.672 -1.898 0.110
C 1.895 -2.900 -0.835
C 3.186 -3.256 -1.208
C 4.278 -2.616 -0.641
C 4.075 -1.630 0.316
C 2.783 -1.284 0.693
H -2.843 -2.420 -1.932
H -2.001 -0.895 -1.652
H -1.240 -3.536 -0.283
H -2.408 -2.449 0.414
H -2.688 0.054 0.368
H -3.417 2.328 0.915
H -1.782 4.007 1.713
H 0.617 3.401 1.867
H 1.355 1.141 1.289
H 1.285 -3.596 2.397
H 1.196 -4.304 4.749
H -0.292 -3.140 6.342
H -1.698 -1.261 5.567
H -1.618 -0.544 3.220
H 1.066 -3.428 -1.289
H 3.334 -4.040 -1.940
H 5.283 -2.904 -0.922
H 4.922 -1.159 0.800
H 2.652 -0.559 1.488